(1)
{"formula": "C5H11NO2", "method": "ωB97M-V with the def2-TZVPD basis set", "gap_ev": 8.81, "total_energy_ha": -402.2517, "de_lowest_kcal_mol": 79.36, "symbols": ["C", "C", "O", "O", "H", "H", "H", "H", "H", "H", "C", "C", "C", "N", "H", "H", "H", "H", "H"], "coordinates": [[1.472226, -0.536335, 0.074605], [2.690635, -0.068318, -0.690111], [0.635867, -1.286753, -0.565600], [0.713163, 0.937276, 0.571440], [-0.471379, -1.402726, 0.299350], [0.609415, 1.428216, -0.254834], [1.716312, -0.831042, 1.109814], [3.328273, -0.932163, -0.891048], [3.255300, 0.669346, -0.120344], [2.384713, 0.352804, -1.649300], [-1.322351, 0.263879, 1.103052], [-1.932692, 0.895340, -0.066877], [-2.469744, 0.221716, -1.081010], [-1.141998, -1.032386, 1.167307], [-0.855551, -1.380989, 2.072729], [-1.318478, 0.846292, 2.019107], [-1.904244, 1.978443, -0.072938], [-2.504043, -0.859304, -1.088907], [-2.885424, 0.736705, -1.936437]], "forces_ev_per_a": [[-0.240, 0.792, 0.417], [-0.117, -0.034, 0.073], [-0.508, -0.041, 0.174], [0.352, -0.653, -0.332], [0.230, 0.129, -0.292], [0.046, -0.068, 0.023], [-0.004, 0.034, -0.056], [-0.028, 0.015, 0.009], [-0.024, -0.021, -0.015], [-0.007, -0.002, 0.019], [-0.287, -0.747, 0.184], [0.248, 0.085, -0.397], [0.088, 0.042, 0.225], [0.225, 0.389, -0.095], [0.010, 0.114, 0.004], [0.061, -0.036, -0.024], [-0.045, -0.012, -0.002], [0.023, -0.017, 0.041], [-0.022, 0.031, 0.045]]}

---

(2)
{"formula": "C5H11NO2", "method": "ωB97M-V with the def2-TZVPD basis set", "gap_ev": 9.99, "total_energy_ha": -402.2804, "de_lowest_kcal_mol": 61.32, "smiles": "C[C@@H](O)[C@@H](C)NC=O", "symbols": ["C", "C", "O", "C", "C", "N", "C", "O", "H", "H", "H", "H", "H", "H", "H", "H", "H", "H", "H"], "coordinates": [[1.135237, -1.307786, 1.472509], [-0.324241, -0.916542, 1.270250], [-0.408888, 0.415192, 1.866774], [-0.515579, -0.671259, -0.221101], [-2.031122, -0.426993, -0.529224], [0.253614, 0.477845, -0.615013], [1.028868, 0.733107, -1.758827], [1.228386, 1.873065, -1.894701], [1.702904, -0.351844, 1.778042], [1.839428, -1.468941, 0.630888], [1.115251, -2.063102, 2.326116], [-1.109759, -1.498480, 1.624102], [-1.431696, 0.508017, 2.098806], [-0.191815, -1.648636, -0.769908], [-2.692768, -1.229424, -0.507664], [-2.381775, 0.604775, -0.045998], [-2.138236, -0.179782, -1.538753], [-0.184142, 1.333701, -0.183835], [1.382346, -0.120407, -2.284928]], "forces_ev_per_a": [[1.178, 0.703, 2.321], [2.835, 3.081, -2.125], [-4.214, -0.464, 1.376], [-1.403, -2.122, -1.385], [1.399, 3.419, 0.824], [-0.762, -0.276, -0.012], [-2.931, -1.609, 4.209], [2.049, 3.991, -2.595], [-1.243, -1.305, 0.458], [-1.261, -1.139, -0.040], [0.963, 0.822, -1.273], [-0.856, -1.576, 0.935], [3.293, 0.076, -0.591], [-0.374, 1.775, 0.675], [-1.145, -1.529, 1.303], [0.403, -2.493, -0.413], [0.318, 0.633, -1.964], [1.266, -1.088, -0.851], [0.483, -0.898, -0.851]]}

---

(3)
{"formula": "C5H11NO2", "method": "ωB97M-V with the def2-TZVPD basis set", "gap_ev": 7.73, "total_energy_ha": -402.2472, "de_lowest_kcal_mol": 82.15, "symbols": ["C", "C", "C", "C", "C", "N", "O", "O", "H", "H", "H", "H", "H", "H", "H", "H", "H", "H", "H"], "coordinates": [[0.278276, 0.727214, -0.597544], [-0.767672, -0.834655, 0.609987], [-0.705969, 1.542584, -1.340167], [-0.159795, -2.080095, -0.019594], [0.129356, 0.598467, 0.882609], [1.385122, 0.142695, 1.501326], [1.387713, 0.349403, -1.192626], [-0.560078, 1.544114, 1.435055], [1.420820, 0.659177, -2.114820], [2.012163, 0.941134, 1.564547], [1.161818, -0.135237, 2.452434], [-1.736169, -0.571254, 0.183131], [-0.993295, -1.018042, 1.665061], [-0.397044, 2.590468, -1.242673], [-1.673789, 1.490104, -0.843030], [-0.763209, 1.270733, -2.398097], [0.842956, -2.259006, 0.370476], [-0.083487, -2.000451, -1.107706], [-0.777717, -2.957351, 0.191631]], "forces_ev_per_a": [[1.011, 1.059, 1.059], [-0.345, -0.216, 0.388], [-0.222, -0.321, -0.045], [0.098, 0.153, -0.110], [0.214, 0.246, -0.970], [-0.190, -0.298, -0.319], [-0.446, 0.034, 0.035], [-0.128, -0.613, -0.168], [-0.232, -0.337, 0.072], [-0.193, -0.040, 0.079], [-0.006, 0.152, -0.051], [0.094, 0.119, -0.144], [0.170, 0.103, 0.049], [0.111, -0.121, 0.064], [0.079, -0.027, -0.061], [-0.022, 0.018, 0.059], [-0.042, 0.015, 0.002], [0.014, -0.012, 0.029], [0.034, 0.085, 0.029]]}

---

(4)
{"formula": "C5H11NO2", "method": "ωB97M-V with the def2-TZVPD basis set", "gap_ev": 8.34, "total_energy_ha": -402.2215, "de_lowest_kcal_mol": 98.27, "smiles": "C=C(O)C[C@H](N)OC", "symbols": ["C", "C", "O", "C", "C", "N", "O", "C", "H", "H", "H", "H", "H", "H", "H", "H", "H", "H", "H"], "coordinates": [[0.630867, 1.577973, 1.450588], [0.416465, 1.160849, 0.167051], [1.257651, 1.646363, -0.831156], [-1.015261, 0.942502, -0.414729], [-0.940736, -0.346673, -1.180089], [-1.956501, -1.279462, -1.082423], [0.465721, -0.820504, -0.303431], [1.159571, -1.607563, 0.628689], [1.382243, 2.321929, 1.681907], [-0.042758, 1.285082, 2.245941], [2.136441, 1.740185, -0.434490], [-1.257395, 1.781815, -1.070342], [-1.728536, 0.865859, 0.409849], [-0.511823, -0.256659, -2.174925], [-2.329791, -1.396589, -0.149503], [-1.741070, -2.163532, -1.527100], [2.203071, -1.677116, 0.296744], [0.746813, -2.619012, 0.663707], [1.125030, -1.155445, 1.623712]], "forces_ev_per_a": [[-0.499, -0.689, -0.724], [-1.148, 3.077, 0.160], [-0.100, -0.559, 0.356], [1.084, -0.368, 0.468], [1.037, -1.507, 1.631], [0.291, 0.473, -0.223], [0.191, 0.529, -1.357], [-0.778, -0.543, -0.678], [0.371, -0.417, -0.017], [-0.072, 0.107, -0.105], [-0.260, 0.010, -0.145], [-0.090, 0.012, 0.160], [0.052, 0.072, -0.128], [0.080, -0.278, 0.200], [0.040, 0.035, -0.101], [-0.142, 0.177, 0.059], [-0.082, -0.037, 0.119], [0.055, -0.168, 0.240], [-0.029, 0.075, 0.085]]}

---

(5)
{"formula": "C5H11NO2", "method": "ωB97M-V with the def2-TZVPD basis set", "gap_ev": 9.33, "total_energy_ha": -402.2827, "de_lowest_kcal_mol": 59.88, "smiles": "C=C(O)C(C)=O.CN", "symbols": ["C", "C", "O", "C", "C", "O", "H", "H", "H", "H", "H", "H", "C", "N", "H", "H", "H", "H", "H"], "coordinates": [[1.704529, -1.829740, -0.267211], [0.904186, -1.135289, 0.542523], [0.317559, -1.641634, 1.636147], [0.581139, 0.425843, 0.426057], [1.525961, 1.210631, -0.441255], [0.098036, 0.902174, 1.455879], [2.194680, -1.375323, -1.108701], [1.909241, -2.870001, -0.075389], [-0.134091, -0.879289, 2.070619], [2.545180, 1.104446, -0.075307], [1.255633, 2.264516, -0.403826], [1.488898, 0.856932, -1.469611], [-1.770736, 0.183803, -0.746825], [-2.592838, 0.547026, 0.381299], [-1.334667, 1.008468, -1.327846], [-2.368387, -0.387411, -1.458501], [-0.924921, -0.559412, -0.327397], [-2.046442, 1.020646, 1.093626], [-3.352962, 1.153614, 0.095720]], "forces_ev_per_a": [[-0.236, 0.278, 0.258], [-0.419, 1.296, -0.321], [-0.342, 0.105, 0.140], [3.274, -1.251, 3.152], [-1.100, 0.421, -0.812], [-0.305, -0.241, -1.631], [-0.090, 0.146, -0.151], [0.019, -0.108, 0.112], [0.243, -0.387, -0.151], [-0.100, -0.238, 0.208], [-0.005, 0.007, -0.065], [0.101, 0.060, -0.095], [1.165, -1.728, 0.540], [-0.236, 0.198, 0.141], [0.253, 0.015, 0.232], [0.080, -0.203, 0.057], [-2.295, 1.584, -1.613], [-0.097, 0.046, -0.120], [0.090, 0.000, 0.118]]}

---

(6)
{"formula": "C5H11NO2", "method": "ωB97M-V with the def2-TZVPD basis set", "gap_ev": [8.62, 9.08], "total_energy_ha": -402.2135, "de_lowest_kcal_mol": 103.30, "symbols": ["C", "C", "C", "C", "C", "O", "O", "N", "H", "H", "H", "H", "H", "H", "H", "H", "H", "H", "H"], "coordinates": [[-0.325519, 0.635442, -1.194267], [-1.665859, 0.574246, 0.879470], [-0.013285, -1.351580, 0.493603], [1.493580, -1.602581, 0.460402], [-0.381283, 0.139846, 0.355694], [-0.810089, 1.949348, -1.294475], [0.978671, 0.556814, -1.651119], [0.255583, 1.030300, 1.214752], [1.537175, 0.956908, -0.963731], [-0.455529, 2.327639, -2.110298], [-0.930598, -0.062078, -1.785346], [0.122604, 2.008074, 0.964043], [-1.977011, 0.712107, 1.906939], [-2.488803, 0.741280, 0.194799], [-0.525410, -1.908512, -0.295462], [-0.409478, -1.690018, 1.452266], [1.692194, -2.636448, 0.740611], [1.994916, -0.940741, 1.162472], [1.908140, -1.440046, -0.530352]], "forces_ev_per_a": [[-0.184, -0.918, 1.335], [-0.830, -0.276, 0.608], [0.388, 0.592, 0.081], [-0.259, -0.174, -0.104], [-0.619, -0.659, -2.180], [-0.017, 0.070, 0.132], [0.487, 0.133, -0.114], [-0.254, 1.058, 1.178], [-0.066, -0.112, -0.241], [-0.036, -0.147, 0.097], [0.082, 0.108, -0.106], [0.203, -0.012, -0.659], [0.578, -0.881, 0.174], [0.354, 1.157, -0.371], [-0.014, 0.020, 0.052], [-0.042, 0.008, -0.020], [0.113, 0.013, 0.074], [0.088, 0.015, 0.117], [0.028, 0.005, -0.054]]}

---

(7)
{"formula": "C5H11NO2", "method": "ωB97M-V with the def2-TZVPD basis set", "gap_ev": [6.62, 6.60], "total_energy_ha": -402.1054, "de_lowest_kcal_mol": 171.17, "symbols": ["C", "C", "C", "C", "N", "C", "O", "O", "H", "H", "H", "H", "H", "H", "H", "H", "H", "H", "H"], "coordinates": [[1.465212, -0.883925, 1.105860], [-0.120737, -1.241410, -0.701648], [-0.408387, 1.997909, 0.464200], [-1.539632, -1.009509, -1.182791], [0.716439, 1.091377, 0.639394], [0.120082, -0.413590, 0.718583], [1.586674, 1.259869, -0.502828], [-0.740714, -0.669735, 1.624675], [2.341692, 1.734413, -0.126853], [2.105509, -1.345466, 0.361436], [1.565716, -1.159988, 2.151415], [0.640070, -0.896012, -1.403815], [0.040670, -2.308048, -0.544788], [-1.149962, 1.790348, 1.237170], [-0.072243, 3.025875, 0.611732], [-0.857702, 1.903143, -0.530877], [-1.715641, 0.042382, -1.405664], [-1.714969, -1.599498, -2.088009], [-2.262077, -1.318134, -0.427194]], "forces_ev_per_a": [[-1.114, -1.372, 0.277], [-0.105, 1.532, 0.743], [-0.072, 0.634, 0.358], [-0.029, -0.170, -0.231], [-1.196, -0.337, -0.435], [2.019, -1.086, -1.150], [-0.196, -0.317, 0.215], [-0.123, 0.670, -0.089], [-0.196, -0.125, -0.078], [0.524, 0.265, 0.083], [0.367, 0.405, 0.170], [-0.117, 0.059, -0.106], [0.084, 0.000, 0.351], [0.042, -0.209, -0.115], [0.037, -0.005, -0.085], [0.074, -0.047, 0.107], [-0.011, -0.041, -0.077], [-0.092, 0.131, 0.038], [0.105, 0.013, 0.025]]}

---

(8)
{"formula": "C5H11NO2", "method": "ωB97M-V with the def2-TZVPD basis set", "gap_ev": 9.18, "total_energy_ha": -402.3351, "de_lowest_kcal_mol": 27.02, "smiles": "Cc1ccc[nH]1.O.O", "symbols": ["C", "C", "C", "C", "C", "N", "H", "H", "H", "H", "H", "H", "H", "O", "H", "H", "O", "H", "H"], "coordinates": [[0.156164, -0.302454, -2.453728], [0.312231, 0.249082, -1.081216], [0.953318, -0.196006, 0.021201], [0.745371, 0.729275, 1.102373], [-0.024721, 1.717090, 0.597673], [-0.362465, 1.422870, -0.718117], [-0.790364, -0.838049, -2.592856], [0.085643, 0.508895, -3.182692], [0.965937, -0.977262, -2.674817], [1.523833, -1.096968, 0.155933], [1.178526, 0.703496, 2.090052], [-0.424090, 2.629791, 1.016429], [-0.439539, 2.173189, -1.399786], [1.194643, -2.931127, 2.545583], [1.648369, -2.239143, 3.030956], [1.655860, -3.069649, 1.716585], [-2.787441, 0.343061, 0.977654], [-3.552003, 0.651717, 0.464390], [-2.039272, 0.522191, 0.384384]], "forces_ev_per_a": [[-0.662, 0.233, -0.008], [-0.597, 0.434, -0.079], [0.449, -0.288, 0.908], [0.104, 0.095, -0.455], [-0.392, 0.874, -0.148], [0.795, -0.177, -0.261], [0.128, -0.126, 0.287], [0.436, -0.046, -0.086], [0.274, -0.118, -0.290], [-0.010, -0.204, -0.364], [-0.190, -0.154, -0.023], [0.180, -0.139, 0.192], [-0.349, -0.290, 0.276], [-0.330, -0.236, 0.162], [0.160, 0.055, -0.158], [0.179, 0.148, 0.017], [-0.289, 0.232, -0.573], [0.274, -0.197, 0.317], [-0.161, -0.097, 0.287]]}

---

(9)
{"formula": "C5H11NO2", "method": "ωB97M-V with the def2-TZVPD basis set", "gap_ev": 10.03, "total_energy_ha": -402.3040, "de_lowest_kcal_mol": 46.53, "smiles": "O=CN1CCCC1.O", "symbols": ["O", "C", "N", "C", "C", "C", "C", "H", "H", "H", "H", "H", "H", "H", "H", "H", "O", "H", "H"], "coordinates": [[-2.227456, -0.129547, -0.639195], [-1.173680, 0.007201, -1.324449], [-0.031912, -0.487796, -0.752301], [0.226713, -1.010006, 0.585809], [1.655138, -0.768298, 0.879065], [2.062237, 0.510135, 0.051494], [1.145419, 0.181471, -1.214526], [-0.859835, 0.643992, -2.154718], [-0.580422, -0.504653, 1.249667], [0.082707, -2.098493, 0.384339], [1.795664, -0.555720, 1.900548], [2.357310, -1.523795, 0.596391], [3.063055, 0.852717, -0.097226], [1.617414, 1.341226, 0.567710], [1.697230, -0.511697, -1.884316], [0.952418, 1.122486, -1.724906], [-1.513000, 1.149523, 1.860406], [-1.666526, 2.086512, 1.773556], [-1.806944, 0.879174, 1.021026]], "forces_ev_per_a": [[1.097, 0.701, -2.909], [-0.636, -1.215, 5.483], [0.704, 2.173, -1.816], [-3.290, -1.383, -0.551], [1.975, 2.158, -0.437], [-3.360, -1.252, -0.287], [3.250, 0.384, -0.445], [-1.280, -0.129, -0.606], [1.930, -1.530, -0.603], [-0.370, 0.514, 1.292], [0.196, -0.003, 1.420], [-0.040, -1.002, -0.178], [0.869, -0.781, -0.424], [-0.561, 0.585, 0.187], [0.058, 0.598, 0.132], [-0.176, -0.153, -0.329], [0.537, 0.925, 1.572], [0.054, 0.698, 0.532], [-0.956, -1.288, -2.035]]}

---

(10)
{"formula": "C5H11NO2", "method": "ωB97M-V with the def2-TZVPD basis set", "gap_ev": 4.34, "total_energy_ha": -402.0791, "de_lowest_kcal_mol": 187.66, "symbols": ["C", "C", "N", "C", "C", "C", "O", "O", "H", "H", "H", "H", "H", "H", "H", "H", "H", "H", "H"], "coordinates": [[-0.946193, 1.027187, 0.502417], [-0.001033, 0.440028, -0.524657], [1.318183, 0.918909, -0.175116], [2.422707, 3.055410, -1.254251], [0.923349, -0.530127, 0.071043], [-1.460925, -2.259673, 0.479086], [-0.923577, -1.967678, 1.558091], [-1.784411, -1.485945, -0.481769], [-1.468342, 1.946217, 0.204964], [2.357223, 3.301749, -0.191538], [-0.337440, 1.356781, 1.376880], [-0.270396, 0.370188, -1.575658], [-1.687196, 0.315747, 0.869833], [1.580087, 2.512248, -1.660823], [3.345470, 2.445283, -1.282698], [2.373355, 3.943712, -1.875091], [0.856474, -0.833693, 1.125208], [1.665513, -1.211581, -0.367158], [-1.731725, -3.313276, 0.319194]], "forces_ev_per_a": [[-0.215, 1.559, 1.268], [0.216, -0.781, 0.478], [-1.355, -3.264, 0.594], [0.466, 0.146, -0.070], [1.763, 2.102, -0.098], [-1.066, 0.246, -1.550], [0.646, 0.652, 0.465], [0.476, -0.691, 0.791], [0.345, -0.277, -0.517], [-0.682, 0.085, -0.258], [-0.343, -0.306, -0.269], [-0.118, 0.393, 0.012], [0.477, -0.330, -0.341], [-0.117, -0.358, 0.432], [-0.392, 0.514, -0.713], [0.979, 0.329, 0.074], [-0.733, 0.129, 0.192], [-0.384, 0.271, -0.501], [0.037, -0.418, 0.010]]}